The following is a DFT calculation (wB97M-V/def2-TZVPD) of a cluster of 2 separate species, C4H9O3 in total.

Summary:
- ΔE to the lowest compared entry with this formula, charge and spin: 0.1 kJ/mol

```
! wB97M-V def2-TZVPD RIJCOSX def2/J DEFGRID3
* xyz -1 1
O -0.746 0.776 2.364
C 0.297 0.783 1.655
O 1.477 0.946 2.032
C 0.105 0.639 0.112
C 1.102 -0.322 -0.475
C 0.891 -0.626 -1.979
H 0.261 1.655 -0.282
H -0.938 0.331 -0.038
H 1.152 -1.280 0.063
H 2.079 0.094 -0.272
H 0.786 -1.707 -2.142
H -0.071 -0.220 -2.309
H 1.666 -0.223 -2.638
H -2.191 0.189 1.728
H -2.794 -0.869 0.791
O -3.074 -0.167 1.390
*
```

natural (NBO) population analysis, charges in e, atoms 1 to 8: number 1, O, carries -0.796; number 2, C, carries 0.780; number 3, O, carries -0.772; number 4, C, carries -0.519; number 5, C, carries -0.406; number 6, C, carries -0.614; number 7, H, carries 0.200; number 8, H, carries 0.190

---

The following is a DFT calculation (wB97M-V/def2-TZVPD) of a cluster of 8 separate species, C33H67Cl15N3O5P2S in total.

```
! wB97M-V def2-TZVPD RIJCOSX def2/J DEFGRID3
* xyz 1 1
C 8.399 -1.867 0.983
C 9.161 -0.506 0.380
C 7.913 0.472 -0.151
O 7.381 1.277 0.779
O 7.469 0.343 -1.549
C 6.052 -0.146 -1.605
C 5.114 1.199 -1.677
C 3.630 1.017 -0.939
C 2.483 1.864 -1.746
C 1.034 1.111 -1.890
C -0.093 1.998 -2.683
C -1.628 1.442 -2.350
C -2.102 1.935 -0.841
C -2.457 3.534 -0.739
S -4.187 3.852 -1.394
O -4.989 4.588 -0.292
O -4.054 4.626 -2.731
O -5.050 2.403 -1.763
N 1.277 -0.272 -2.451
P 1.641 -0.267 -4.195
C 3.457 0.177 -4.578
C 1.373 -1.991 -5.005
C 2.302 -1.017 -1.626
N 2.334 -2.412 -1.750
P 3.502 -3.397 -0.765
C 3.664 -5.058 -1.708
C 4.112 -6.334 -0.778
C 2.435 -3.854 0.800
C 3.339 -4.156 2.134
N 3.280 -0.421 -0.639
Cl 2.476 -0.357 0.906
H 8.583 -2.761 0.246
H 7.237 -1.666 0.986
H 8.805 -2.035 2.070
H 9.790 -0.773 -0.572
H 9.749 0.075 1.210
H 5.896 -0.796 -0.630
H 5.892 -0.855 -2.537
H 5.704 2.043 -1.072
H 5.006 1.648 -2.778
H 3.756 1.555 0.120
H 2.908 2.250 -2.792
H 2.277 2.863 -1.125
H 0.617 0.959 -0.783
H -0.059 3.088 -2.197
H 0.106 2.154 -3.826
H -2.351 1.964 -3.113
H -1.621 0.272 -2.446
H -1.295 1.714 -0.003
H -3.038 1.247 -0.567
H -2.431 3.816 0.415
H -1.705 4.243 -1.289
H -4.698 2.055 -2.647
H 4.242 -0.312 -3.855
H 3.698 -0.267 -5.659
H 3.554 1.350 -4.670
H 2.258 -2.677 -4.591
H 0.381 -2.530 -4.675
H 1.524 -1.976 -6.186
H 1.703 -2.960 -2.374
H 2.578 -5.321 -2.126
H 4.379 -5.002 -2.654
H 5.259 -6.599 -0.951
H 3.822 -6.250 0.354
H 3.511 -7.277 -1.196
H 1.601 -3.051 0.962
H 1.859 -4.852 0.527
H 4.443 -4.494 1.829
H 2.867 -5.124 2.649
H 3.324 -3.312 2.947
Cl -1.385 8.306 -2.891
C -2.963 7.856 -3.583
C -3.441 8.855 -4.624
Cl -3.872 10.426 -3.901
H -3.678 7.758 -2.760
H -2.837 6.871 -4.043
H -4.341 8.477 -5.118
H -2.681 9.032 -5.392
Cl -7.572 0.859 2.994
C -7.444 2.632 2.878
C -6.177 3.071 2.162
Cl -4.712 2.730 3.116
H -7.497 3.042 3.891
H -8.323 2.977 2.325
H -6.201 4.152 1.993
H -6.072 2.577 1.190
Cl -1.545 6.718 1.521
C -1.417 8.491 1.405
C -0.151 8.930 0.688
Cl 1.315 8.590 1.643
H -1.470 8.902 2.418
H -2.296 8.836 0.852
H -0.174 10.011 0.520
H -0.046 8.437 -0.283
Cl -10.072 0.156 8.340
C -8.761 -0.189 7.183
C -9.292 -0.584 5.815
Cl -10.093 -2.175 5.838
H -8.128 -0.972 7.612
H -8.164 0.724 7.101
H -8.465 -0.656 5.102
H -10.008 0.151 5.432
Cl -5.524 -1.121 6.007
C -4.331 -0.553 4.812
C -3.029 -1.334 4.884
Cl -2.127 -1.001 6.385
H -4.169 0.517 4.976
H -4.786 -0.681 3.825
H -2.377 -1.049 4.053
H -3.202 -2.413 4.825
Cl -0.471 -2.363 3.101
C -0.076 -3.865 3.972
C -0.513 -5.105 3.208
Cl -2.286 -5.262 3.138
H -0.542 -3.816 4.961
H 1.010 -3.875 4.108
H -0.135 -6.002 3.708
H -0.131 -5.101 2.182
Cl 1.572 -9.320 -0.985
C 0.901 -9.601 -2.612
C 1.839 -9.125 -3.710
Cl 1.982 -7.350 -3.751
H -0.072 -9.101 -2.668
H 0.736 -10.678 -2.704
H 1.455 -9.434 -4.686
H 2.843 -9.544 -3.591
*
```

Löwdin population analysis, charges in e, atoms 1 to 8: number 1, C, carries -0.104; number 2, C, carries -0.118; number 3, C, carries -0.277; number 4, O, carries -0.022; number 5, O, carries -0.117; number 6, C, carries -0.156; number 7, C, carries -0.101; number 8, C, carries -0.333

---

no.,frontier orbital gap (Ha),LUMO level (eV),electronic energy (eV)
1,0.30296,3.79,-10438.46420
2,0.25692,-4.39,-267248.32081